Formula: C23H41IP2Tm
Source: OMol25
Level of theory: ωB97M-V/def2-TZVPD

Cartesian coordinates (Å):
Tm1 -1.223 0.855 -1.562
C1 1.451 0.585 -0.499
C2 0.875 1.667 0.224
C3 -0.316 -0.252 0.728
C4 0.687 -0.587 -0.234
C5 -0.202 1.148 1.006
C6 2.755 0.589 -1.208
H1 3.167 1.601 -1.279
H2 2.645 0.183 -2.218
H3 3.495 -0.035 -0.682
C7 1.014 -1.960 -0.680
H4 1.785 -1.943 -1.458
H5 0.122 -2.449 -1.097
H6 1.375 -2.574 0.158
C8 -1.090 -1.240 1.508
H7 -0.421 -2.003 1.934
H8 -1.818 -1.756 0.868
H9 -1.632 -0.759 2.329
C9 -0.850 1.833 2.149
H10 -0.373 1.532 3.097
H11 -1.923 1.579 2.227
H12 -0.763 2.924 2.068
C10 1.474 3.023 0.341
H13 2.368 3.002 0.987
H14 0.770 3.742 0.775
H15 1.788 3.405 -0.640
C11 -1.300 1.271 -3.816
C12 -0.731 2.558 -4.488
C13 -0.788 3.986 -3.913
C14 -1.578 4.225 -2.621
C15 -1.299 3.163 -1.493
C16 -2.630 2.540 -0.966
C17 -3.469 1.646 -1.890
C18 -2.975 1.507 -3.339
H16 -1.238 4.619 -4.706
H17 -2.655 4.274 -2.837
H18 0.229 4.392 -3.789
H19 -3.264 2.398 -3.913
H20 -1.595 0.565 -4.622
H21 -1.081 2.604 -5.527
H22 -3.490 0.655 -3.800
H23 -3.628 0.632 -1.443
H24 -3.237 3.461 -0.792
H25 -4.486 2.043 -1.916
H26 -1.316 5.213 -2.223
H27 -0.932 3.749 -0.634
P1 0.951 1.786 -4.635
C19 1.300 0.938 -6.146
C20 2.235 2.728 -3.856
P2 -3.734 2.709 1.090
C21 0.093 0.726 -3.439
C22 -3.794 4.477 1.500
C23 -5.441 2.405 0.557
H28 0.965 -0.111 -6.068
H29 2.390 0.945 -6.318
H30 0.795 1.429 -6.998
H31 1.887 3.236 -2.938
H32 2.612 3.491 -4.561
H33 3.063 2.057 -3.582
H34 -5.730 2.999 -0.321
H35 -6.088 2.630 1.415
H36 -5.536 1.333 0.320
H37 0.248 -0.370 -3.456
H38 -0.321 2.631 -1.790
H39 -3.485 4.549 2.556
H40 -4.807 4.884 1.386
H41 -3.075 5.039 0.889
I1 -2.503 -1.798 -1.827

Computed properties:
* HOMO level (spin up / spin down): -9.44 / -9.48 eV
* charge: +1
* multiplicity: 3
* Kohn-Sham gap (spin up / spin down): 6.5 / 6.5 eV
* LUMO energy (spin up / spin down): -2.9 / -2.9 eV



Formula: C23H41NO2P2W
Source: OMol25
Level of theory: ωB97M-V/def2-TZVPD

Cartesian coordinates (Å):
W1 1.115 0.828 -0.436
C1 3.243 1.050 -0.385
C2 2.795 0.936 -1.749
C3 1.770 2.810 -0.806
C4 2.622 2.212 0.191
C5 1.885 2.019 -2.018
C6 4.401 0.335 0.232
H1 4.428 -0.736 -0.012
H2 4.396 0.436 1.325
H3 5.346 0.784 -0.121
C7 2.911 2.786 1.532
H4 3.610 2.153 2.086
H5 2.000 2.910 2.135
H6 3.373 3.777 1.413
C8 0.970 4.035 -0.568
H7 1.605 4.934 -0.499
H8 0.444 3.946 0.396
H9 0.231 4.187 -1.367
C9 1.163 2.265 -3.289
H10 1.725 2.865 -4.024
H11 0.220 2.791 -3.095
H12 0.914 1.312 -3.772
C10 3.305 -0.076 -2.714
H13 4.176 0.294 -3.283
H14 2.531 -0.373 -3.434
H15 3.632 -0.979 -2.182
C11 0.637 -0.077 2.323
C12 1.564 -0.986 1.899
C13 1.514 -1.785 0.588
C14 0.188 -1.768 -0.200
C15 -0.282 -0.701 -1.178
C16 -1.503 0.112 -0.773
C17 -1.217 0.853 0.574
C18 -0.803 0.123 1.891
H16 1.590 -2.869 0.837
H17 -0.609 -1.924 0.627
H18 2.393 -1.553 -0.059
H19 -1.394 -0.832 1.993
H20 0.992 0.723 2.989
H21 2.570 -0.919 2.298
H22 -1.239 0.761 2.689
H23 -0.613 1.786 0.393
H24 -1.734 0.896 -1.507
H25 -2.183 1.312 0.864
H26 0.182 -2.725 -0.753
H27 -0.256 -0.957 -2.253
P1 -1.998 -2.655 1.266
C19 -2.425 -2.990 2.987
C20 -1.996 -4.300 0.517
P2 -2.941 -0.878 -0.981
C21 -3.391 -1.779 0.528
C22 -2.766 -2.069 -2.310
C23 -4.376 0.151 -1.331
H28 -2.911 -2.124 3.464
H29 -1.517 -3.265 3.549
H30 -3.124 -3.853 2.986
H31 -2.957 -4.784 0.790
H32 -1.157 -4.863 0.965
H33 -1.871 -4.255 -0.573
H34 -5.278 -0.465 -1.173
H35 -4.331 0.510 -2.370
H36 -4.394 1.012 -0.641
H37 -3.850 -1.090 1.267
H38 -4.126 -2.555 0.232
H39 -2.957 -1.573 -3.267
H40 -3.500 -2.882 -2.183
H41 -1.758 -2.507 -2.347
O1 0.436 2.885 3.900
N1 -0.461 3.664 3.534
O2 -0.960 3.696 2.395

Computed properties:
* HOMO level (spin up / spin down): -12.80 / -12.80 eV
* energy above the lowest of the compared OMol25 structures with the same formula, charge and spin: 2.283 eV
* charge: +2
* multiplicity: 3
* Kohn-Sham gap (spin up / spin down): 6.0 / 4.8 eV
* LUMO energy (spin up / spin down): -6.8 / -8.0 eV



Formula: C23H42BeCl3N2O4Si
Source: OMol25
Level of theory: ωB97M-V/def2-TZVPD

Cartesian coordinates (Å):
C1 0.613 -3.676 -2.807
C2 1.122 -2.271 -2.587
H1 1.265 -4.121 -3.576
H2 -0.448 -3.783 -3.111
H3 0.813 -4.244 -1.891
C3 1.668 -1.596 -3.624
C4 1.745 -2.090 -5.048
H4 2.261 -0.696 -3.437
H5 0.804 -2.544 -5.363
H6 2.502 -2.872 -5.147
H7 2.040 -1.325 -5.768
Be1 0.836 -3.588 2.185
Cl1 1.354 -1.686 2.304
Cl2 -1.332 -0.071 1.076
H8 -2.314 2.792 5.980
H9 -1.769 0.436 5.883
C5 -2.764 2.592 4.997
C6 -1.778 0.363 4.787
N1 -1.908 1.708 4.240
H10 -2.902 3.524 4.445
C7 -0.972 2.242 3.409
O1 -0.894 3.452 3.152
H11 -0.881 -0.131 4.404
H12 -0.312 1.476 2.973
H13 -3.724 2.096 5.171
H14 -2.647 -0.229 4.489
H15 -1.593 -0.388 -3.031
H16 0.408 0.397 -4.124
C8 -1.913 0.628 -2.745
C9 0.087 1.442 -3.969
N2 -0.766 1.529 -2.776
H17 -2.314 0.603 -1.721
C10 -0.786 2.681 -1.993
O2 -1.578 2.873 -1.088
H18 0.980 2.063 -3.795
H19 0.011 3.401 -2.301
H20 -2.681 0.989 -3.456
H21 -0.454 1.789 -4.870
O3 -0.328 -1.308 -1.064
C11 0.980 -1.710 -1.133
C12 1.930 0.779 -1.385
C13 2.046 -0.549 -0.952
H22 0.952 1.156 -1.645
C14 3.052 1.626 -1.561
H23 1.293 -2.568 -0.450
C15 3.299 -0.929 -0.458
H24 2.922 2.622 -2.009
C16 4.320 1.155 -1.205
C17 4.416 -0.100 -0.579
H25 3.416 -1.935 -0.050
H26 5.222 1.761 -1.399
H27 5.388 -0.499 -0.254
Si1 -2.413 -1.803 0.862
Cl3 1.711 -4.625 1.032
C18 -4.119 -1.089 0.145
C19 -2.754 -2.181 2.787
C20 -2.817 -3.528 0.223
H28 -3.801 -0.462 -0.667
H29 -4.793 -0.584 0.825
H30 -4.675 -1.857 -0.339
H31 -3.175 -3.451 -0.815
H32 -3.594 -3.938 0.874
H33 -1.842 -4.043 0.311
H34 -1.717 -2.156 3.202
H35 -3.135 -3.192 2.996
H36 -3.407 -1.431 3.268
C21 2.613 2.277 2.572
C22 1.640 2.664 1.476
C23 1.573 4.169 1.222
O4 0.903 1.852 0.903
H37 3.613 2.689 2.350
H38 2.651 1.178 2.622
H39 2.243 2.695 3.529
H40 1.318 4.339 0.161
H41 0.754 4.560 1.857
H42 2.538 4.651 1.483

Computed properties:
* HOMO level: -3.71 eV
* energy above the lowest of the compared OMol25 structures with the same formula, charge and spin: 5.553 eV
* charge: -1
* Kohn-Sham gap: 4.8 eV
* LUMO energy: 1.1 eV